Entry 1
DFT (the ωB97M-V functional and the def2-TZVPD basis) results for C2H5NOS in the gas phase.

Element x y z (Å)
1 C -1.39 1.19 0.35
2 C 0.26 -0.89 -0.28
3 H -1.77 0.92 -0.69
4 H -2.02 0.68 1.02
5 H -1.43 2.44 0.37
6 H -0.65 -0.89 -0.86
7 H 3.05 -1.51 -0.25
8 N 1.30 -1.64 -0.49
9 O 2.30 -0.95 0.33
10 S 0.35 0.66 0.50

Structure (SMILES)   CS/C=N\O
Molar mass   91.135 g/mol

Entry 2
DFT (the ωB97M-V functional and the def2-TZVPD basis) results for 2 unconnected molecules or ions with the total composition C2H5NOS.

Element x y z (Å)
1 C 0.56 -0.63 0.55
2 C -0.25 0.10 1.62
3 N -0.06 0.39 -1.58
4 O -0.23 1.39 1.66
5 S 0.80 -2.06 -0.07
6 H -1.03 -0.44 0.92
7 H 0.08 -0.48 2.49
8 H -0.88 0.73 -2.08
9 H 0.52 1.10 -1.21
10 H 0.48 -0.10 -2.32

Molar mass   91.135 g/mol

Which is most stable, and by how much? entry 1, by 0.0545 hartree.

Entry 1
DFT (the ωB97M-V functional and the def2-TZVPD basis) results for 3 unconnected molecules or ions with the total composition C3H13NO2S2.

Element x y z (Å)
1 N -2.61 0.04 0.27
2 C -1.39 -0.39 -0.39
3 C -1.57 -1.20 -1.66
4 C -0.46 -0.87 0.75
5 S 1.14 0.02 0.47
6 S 1.38 1.20 2.00
7 H -3.29 0.43 -0.36
8 H -3.05 -0.68 0.84
9 H -1.01 0.59 -0.66
10 H -1.94 -0.51 -2.41
11 H -0.68 -1.68 -2.04
12 H -2.28 -2.02 -1.50
13 H -0.88 -0.51 1.67
14 H -0.14 -1.90 0.82
15 H 1.51 2.42 1.42
16 H 1.96 -2.85 -1.73
17 H 0.46 -2.98 -1.06
18 O 1.38 -2.77 -0.97
19 H -0.03 2.64 -1.21
20 H -0.45 2.20 -2.64
21 O -0.56 2.89 -1.98

Net charge   +1
Molar mass   159.276 g/mol
Multiplicity   2

Entry 2
DFT (the ωB97M-V functional and the def2-TZVPD basis) results for 4 unconnected molecules or ions with the total composition C3H13NO2S2.

Element x y z (Å)
1 S 3.03 -0.84 0.20
2 S -2.87 0.63 -0.51
3 C -1.13 0.68 -0.96
4 C -0.22 1.22 0.16
5 C -0.31 0.32 1.39
6 N 0.77 0.52 2.33
7 H 3.97 -1.80 0.00
8 H -1.08 1.31 -1.84
9 H -0.80 -0.35 -1.20
10 H -0.58 2.22 0.34
11 H 0.78 1.25 -0.27
12 H -0.32 -0.72 1.10
13 H -1.23 0.44 1.98
14 H 0.86 1.49 2.66
15 H 1.69 0.26 1.92
16 H 2.55 -0.13 -1.66
17 H 2.73 0.13 -3.13
18 O 2.10 0.27 -2.43
19 H -2.67 -1.33 0.23
20 H -2.84 -2.72 0.74
21 O -2.14 -2.05 0.62

Net charge   +1
Molar mass   159.276 g/mol
Multiplicity   2

Which is most stable, and by how much? entry 1, by 0.1061 hartree.

Entry 1
DFT (the ωB97M-V functional and the def2-TZVPD basis) results for C3H4O4 in the gas phase.

Element x y z (Å)
1 C 1.11 -1.49 1.18
2 C 0.32 -0.52 0.90
3 C -0.32 0.64 -0.31
4 O 0.04 -2.00 0.44
5 O -1.43 1.15 0.32
6 O -0.69 -0.12 -1.33
7 O 0.52 1.68 -0.64
8 H 1.88 -2.05 1.58
9 H -1.22 2.08 0.46
10 H -1.07 -0.91 -1.01
11 H 0.85 1.54 -1.59

Structure (SMILES)   OC(O)(O)C1=CO1
Molar mass   104.061 g/mol

Entry 2
DFT (the ωB97M-V functional and the def2-TZVPD basis) results for C3H4O4 in the gas phase.

Element x y z (Å)
1 C -0.12 0.34 0.73
2 C 1.05 0.13 -0.50
3 C 0.77 -0.95 -1.55
4 O -0.17 1.01 2.15
5 O 2.08 0.68 -0.61
6 O 1.48 -0.90 -2.67
7 O 0.03 -1.83 -1.27
8 H -0.96 0.76 0.27
9 H -0.17 -0.69 1.08
10 H 1.51 -1.78 -3.04
11 H -0.61 1.79 2.04

Structure (SMILES)   O=C(O)C(=O)CO
Molar mass   104.061 g/mol

Which is most stable, and by how much? entry 2, by 0.1096 hartree.